12 unconnected molecules or ions with the total composition C63H153F9N10O25S3. Source: OMol25; level of theory: the ωB97M-V functional and the def2-TZVPD basis.

The geometry in XYZ format:
```
263
Properties=species:S:1:pos:R:3
C 14.866 -7.321 -3.993
C 13.617 -7.767 -3.171
C 13.464 -9.319 -3.274
O 13.772 -7.439 -1.850
H 15.703 -7.924 -3.640
H 15.158 -6.279 -3.861
H 14.752 -7.511 -5.061
H 12.677 -7.322 -3.497
H 12.987 -9.714 -4.171
H 12.716 -9.722 -2.592
H 14.227 -10.008 -2.912
C 20.188 -6.924 -2.857
C 20.077 -5.438 -3.244
C 19.569 -5.369 -4.702
C 19.217 -3.924 -5.135
C 18.029 -3.418 -4.360
C 18.380 -3.486 -2.800
N 19.028 -4.710 -2.375
O 19.161 -4.900 -0.924
C 16.947 -3.431 -2.121
C 19.105 -2.175 -2.403
C 21.480 -4.756 -3.279
H 19.233 -7.427 -3.013
H 20.548 -7.086 -1.841
H 20.831 -7.330 -3.639
H 18.797 -6.124 -4.856
H 20.370 -5.683 -5.372
H 18.980 -3.886 -6.198
H 20.116 -3.318 -5.024
H 17.040 -3.808 -4.601
H 18.025 -2.364 -4.639
H 16.955 -3.286 -1.041
H 16.268 -4.282 -2.168
H 16.502 -2.483 -2.424
H 18.545 -1.258 -2.586
H 20.121 -2.107 -2.792
H 19.276 -2.134 -1.328
H 22.098 -5.317 -3.981
H 21.862 -4.861 -2.264
H 21.426 -3.700 -3.544
C 13.189 0.702 -4.875
O 14.239 0.765 -3.935
C 15.476 0.524 -4.483
C 16.475 0.497 -3.331
N 16.550 1.773 -2.363
H 17.393 1.653 -1.820
H 16.876 2.490 -2.995
C 15.285 2.437 -1.738
C 15.570 3.602 -0.838
O 16.008 3.006 0.364
C 16.339 3.910 1.439
H 13.144 -0.167 -5.532
H 13.225 1.470 -5.648
H 12.216 0.779 -4.391
H 15.739 1.208 -5.290
H 15.508 -0.461 -4.949
H 17.436 0.198 -3.749
H 16.104 -0.314 -2.704
H 14.657 1.736 -1.188
H 14.818 2.863 -2.626
H 14.736 4.303 -0.788
H 16.402 4.158 -1.270
H 17.021 4.674 1.065
H 16.851 3.452 2.285
H 15.435 4.198 1.975
C 25.061 0.765 -3.844
O 24.793 -0.502 -4.396
C 24.019 -1.263 -3.515
C 24.093 -2.803 -3.693
N 25.563 -3.160 -3.969
H 26.123 -2.481 -4.464
H 25.949 -3.061 -3.041
C 25.897 -4.584 -4.492
C 27.370 -4.903 -4.365
O 28.140 -3.937 -5.028
C 29.558 -4.263 -4.997
H 25.874 1.333 -4.297
H 25.235 0.833 -2.770
H 24.207 1.424 -4.002
H 23.006 -0.862 -3.470
H 24.442 -1.073 -2.529
H 23.611 -3.161 -4.602
H 23.813 -3.407 -2.830
H 25.544 -4.709 -5.516
H 25.298 -5.389 -4.066
H 27.456 -5.877 -4.846
H 27.617 -5.021 -3.310
H 30.135 -3.503 -5.524
H 29.770 -5.221 -5.470
H 30.065 -4.315 -4.033
C 16.332 -11.886 -0.564
O 16.501 -10.429 -0.363
C 17.282 -9.678 -1.326
C 17.557 -8.270 -0.771
N 16.323 -7.817 -0.026
H 15.475 -7.772 -0.572
H 16.173 -8.522 0.681
C 16.515 -6.376 0.565
C 15.216 -6.038 1.344
O 14.871 -7.090 2.293
C 14.415 -6.561 3.583
H 17.083 -12.399 0.038
H 16.318 -12.224 -1.600
H 15.357 -12.081 -0.116
H 16.995 -9.649 -2.377
H 18.217 -10.222 -1.467
H 17.684 -7.475 -1.506
H 18.480 -8.277 -0.190
H 16.650 -5.596 -0.184
H 17.245 -6.210 1.358
H 14.547 -5.706 0.550
H 15.402 -5.073 1.814
H 13.587 -5.934 3.256
H 15.157 -5.993 4.145
H 14.056 -7.386 4.199
C 15.336 -9.544 -8.059
O 15.865 -8.248 -7.916
C 17.310 -8.293 -7.877
C 17.826 -6.823 -7.827
N 17.456 -6.103 -9.135
H 17.573 -6.874 -9.777
H 16.505 -5.784 -9.022
C 18.354 -4.973 -9.715
C 18.517 -3.746 -8.817
O 17.327 -3.545 -7.966
C 17.103 -2.196 -7.508
H 14.935 -9.520 -9.072
H 14.472 -9.710 -7.416
H 16.052 -10.330 -7.817
H 17.745 -8.795 -8.741
H 17.652 -8.853 -7.007
H 18.912 -6.728 -7.815
H 17.447 -6.041 -7.168
H 17.726 -4.870 -10.600
H 19.263 -5.445 -10.087
H 18.914 -2.942 -9.436
H 19.407 -3.931 -8.216
H 17.895 -1.833 -6.853
H 16.170 -1.981 -6.985
H 17.046 -1.560 -8.391
C 23.260 3.722 -5.118
O 23.292 2.641 -5.956
C 23.205 2.888 -7.341
C 23.719 1.661 -8.173
N 23.153 0.252 -7.564
H 23.558 -0.612 -7.895
H 23.392 0.224 -6.583
C 21.698 -0.018 -7.711
C 21.091 -0.867 -6.572
O 21.388 -0.427 -5.276
C 20.582 0.662 -4.786
H 24.110 4.395 -5.223
H 23.208 3.585 -4.037
H 22.373 4.331 -5.290
H 23.810 3.761 -7.585
H 22.182 3.213 -7.526
H 24.786 1.443 -8.139
H 23.499 1.642 -9.241
H 21.470 -0.341 -8.726
H 21.341 1.007 -7.612
H 21.571 -1.838 -6.695
H 20.015 -1.046 -6.569
H 20.809 1.503 -5.442
H 20.927 0.872 -3.774
H 19.505 0.512 -4.871
C 13.977 -1.301 -0.318
O 13.655 -2.520 -0.895
C 12.315 -3.025 -0.652
C 11.976 -4.391 -1.412
N 12.836 -4.563 -2.676
H 13.395 -3.738 -2.516
H 13.421 -5.386 -2.652
C 12.211 -4.594 -3.997
C 11.607 -3.273 -4.627
O 10.968 -2.563 -3.723
C 10.030 -1.671 -4.209
H 13.641 -0.477 -0.948
H 15.027 -1.152 -0.065
H 13.423 -1.208 0.615
H 11.612 -2.275 -1.013
H 12.172 -3.103 0.426
H 10.915 -4.375 -1.662
H 12.314 -5.282 -0.883
H 11.541 -5.445 -4.119
H 13.048 -4.927 -4.610
H 10.921 -3.728 -5.341
H 12.419 -2.743 -5.126
H 9.775 -1.123 -3.302
H 9.223 -1.911 -4.901
H 10.502 -0.949 -4.875
C 21.457 -6.950 0.756
O 21.688 -7.027 2.206
C 20.448 -6.941 2.969
C 20.519 -7.398 4.438
N 21.458 -8.531 4.701
H 21.056 -9.286 4.163
H 22.376 -8.260 4.379
C 21.471 -8.978 6.216
C 22.305 -10.250 6.510
O 23.423 -10.331 5.658
C 24.352 -11.359 6.103
H 21.212 -5.958 0.376
H 20.674 -7.646 0.455
H 22.358 -7.108 0.164
H 19.766 -7.702 2.591
H 20.038 -5.934 2.887
H 19.520 -7.603 4.822
H 20.924 -6.611 5.073
H 20.442 -9.167 6.522
H 22.026 -8.202 6.742
H 21.809 -11.206 6.342
H 22.582 -10.400 7.553
H 24.796 -10.988 7.026
H 25.264 -11.389 5.505
H 23.911 -12.353 6.186
C 24.317 -1.113 2.307
O 22.978 -1.460 2.060
C 22.763 -2.045 0.769
C 21.496 -3.002 0.763
N 20.423 -2.338 1.658
H 20.834 -2.303 2.580
H 20.244 -1.370 1.431
C 19.088 -3.045 1.665
C 18.380 -2.738 3.022
O 19.307 -2.988 4.091
C 18.732 -2.586 5.374
H 24.997 -1.944 2.497
H 24.371 -0.440 3.163
H 24.696 -0.636 1.403
H 23.608 -2.655 0.447
H 22.669 -1.267 0.012
H 21.732 -3.953 1.241
H 21.078 -3.260 -0.210
H 19.369 -4.092 1.552
H 18.588 -2.834 0.720
H 17.421 -3.245 3.128
H 18.052 -1.700 3.081
H 19.481 -2.488 6.160
H 17.906 -3.259 5.608
H 18.123 -1.692 5.241
C 28.573 -1.646 -2.055
F 29.294 -2.607 -2.597
F 29.432 -0.820 -1.388
F 27.863 -1.019 -2.945
S 27.346 -2.210 -0.683
O 28.270 -2.481 0.490
O 26.400 -1.171 -0.432
N 26.651 -3.585 -1.498
S 26.544 -4.576 -0.327
O 27.798 -5.254 -0.061
O 25.816 -4.077 0.783
C 25.334 -5.885 -1.129
F 26.062 -6.573 -2.023
F 25.012 -6.702 -0.095
F 24.311 -5.307 -1.713
C 21.236 1.379 -0.801
F 21.485 2.512 -1.473
F 21.426 0.337 -1.578
F 22.063 1.232 0.294
S 19.469 1.324 -0.046
O 19.545 0.324 1.020
O 19.104 2.677 0.464
O 18.655 0.851 -1.157
```

Results
Multiplicity ... 2
Electronic energy ... -7011.68726 hartree
Total charge ... +5
LUMO level (spin up / spin down) ... -9.1 / -10.0 eV
Gap between HOMO and LUMO (spin up / spin down) ... 6.2 / 5.2 eV